[1]
Density functional theory data (ωB97M-V/def2-TZVPD) for a structure of composition C32H38Br4N6O5PbS2Sb2 at a distorted geometry.

Values from the calculation:
Strongest force on any atom, Eh/bohr: 0.0342
Frontier orbital gap, eV: 5.82
Total charge: -2
Multiplicity: 1

Positions of all 90 atoms, in Å:
1 Pb -0.777 0.840 0.303
2 N -0.460 5.181 -0.002
3 C -1.039 3.963 0.191
4 S -1.193 2.967 -1.237
5 N -1.543 3.699 1.349
6 N -2.088 2.453 1.482
7 C -3.113 2.300 2.240
8 C -3.894 1.104 2.359
9 C -4.823 1.079 3.407
10 C -5.736 0.065 3.567
11 C -5.773 -0.951 2.614
12 C -4.890 -0.951 1.567
13 C -3.870 0.029 1.402
14 O -3.042 -0.080 0.433
15 H 0.149 5.236 -0.802
16 H -0.145 5.642 0.837
17 H -3.490 3.167 2.792
18 H -4.803 1.896 4.119
19 H -6.415 0.054 4.409
20 H -6.500 -1.750 2.712
21 H -4.913 -1.746 0.837
22 C 1.782 3.062 -3.136
23 Sb 1.507 1.002 -2.503
24 C 3.594 0.574 -3.057
25 C 0.701 0.589 -4.551
26 C 1.002 -0.790 -4.928
27 C 2.224 -1.058 -5.541
28 C 2.641 -2.347 -5.805
29 C 1.825 -3.408 -5.452
30 C 0.584 -3.156 -4.898
31 C 0.134 -1.863 -4.657
32 C -1.249 -1.656 -4.195
33 Sb -1.604 -1.332 -2.006
34 C -1.278 -3.438 -1.566
35 C -3.735 -1.618 -2.397
36 H 2.317 3.099 -4.082
37 H 2.352 3.586 -2.382
38 H 0.808 3.529 -3.232
39 H 3.871 1.097 -3.964
40 H 3.729 -0.490 -3.203
41 H 4.236 0.906 -2.248
42 H 1.186 1.307 -5.207
43 H -0.360 0.813 -4.485
44 H 2.856 -0.221 -5.802
45 H 3.600 -2.520 -6.277
46 H 2.149 -4.426 -5.624
47 H -0.070 -3.982 -4.652
48 H -1.862 -2.521 -4.448
49 H -1.686 -0.774 -4.659
50 H -1.784 -4.063 -2.296
51 H -1.671 -3.642 -0.578
52 H -0.213 -3.634 -1.580
53 H -3.928 -2.611 -2.794
54 H -4.074 -0.866 -3.103
55 H -4.272 -1.487 -1.468
56 Br 3.848 3.707 5.526
57 C 3.021 3.322 3.862
58 C 3.322 4.064 2.744
59 Br 4.502 5.541 2.878
60 C 2.755 3.712 1.519
61 Br 3.227 4.721 -0.027
62 C 1.892 2.629 1.349
63 O 1.442 2.256 0.209
64 C 1.528 1.879 2.545
65 O 0.737 0.864 2.472
66 C 2.123 2.261 3.742
67 Br 1.683 1.241 5.295
68 N 2.814 -0.968 2.024
69 C 2.840 -0.700 0.585
70 C 2.167 -1.873 -0.114
71 O 2.072 -2.942 0.674
72 O 1.774 -1.854 -1.251
73 H 3.547 -0.446 2.495
74 H 2.424 -2.615 1.550
75 H 1.928 -0.582 2.379
76 H 3.873 -0.634 0.232
77 H 2.321 0.216 0.282
78 C -1.319 -0.562 4.399
79 N -0.503 -1.713 4.145
80 C 0.657 -2.038 4.802
81 C 1.261 -3.033 4.121
82 N 0.451 -3.338 3.048
83 C -0.642 -2.517 3.057
84 S -1.922 -2.638 2.029
85 H -1.298 -0.332 5.462
86 H -2.335 -0.762 4.064
87 H -0.929 0.289 3.831
88 H 0.946 -1.528 5.697
89 H 2.170 -3.564 4.316
90 H 0.667 -3.920 2.258

Atomic partial charges in e from the Löwdin method, atoms 1 to 2: atom 1 (Pb): 1.05, atom 2 (N): 0.06

=====

[2]
Density functional theory data (ωB97M-V/def2-TZVPD) for a structure of composition C26H53Ge2HfOSi3 at a distorted geometry.

Values from the calculation:
Strongest force on any atom, Eh/bohr: 0.0891
Frontier orbital gap, eV: 5.09
Total charge: +3
Multiplicity: 1
Relative energy (zero: lowest compared OMol25 entry of this formula, charge and spin), kJ/mol: 0.0

Positions of all 86 atoms, in Å:
1 Hf 0.271 -0.492 -0.032
2 C 5.182 0.374 -2.031
3 C 4.024 -0.501 -1.555
4 Ge 3.087 0.396 0.000
5 C 3.705 -0.275 1.805
6 C 5.121 0.253 2.052
7 C 3.634 2.278 -0.053
8 C 2.694 3.227 -0.028
9 Ge 0.912 2.349 -0.021
10 C -0.174 2.141 1.687
11 C -0.661 3.517 2.158
12 C -0.165 2.176 -1.735
13 C -0.635 3.560 -2.203
14 C 2.794 4.678 -0.016
15 C 1.627 5.448 -0.013
16 C 1.670 6.828 -0.002
17 C 2.904 7.466 0.003
18 C 4.075 6.717 0.000
19 C 4.029 5.335 -0.008
20 H 5.722 -0.158 -2.816
21 H 5.888 0.588 -1.229
22 H 4.834 1.316 -2.454
23 H 4.394 -1.463 -1.196
24 H 3.339 -0.684 -2.383
25 H 3.705 -1.363 1.830
26 H 3.034 0.091 2.586
27 H 5.809 -0.042 1.258
28 H 5.499 -0.165 2.985
29 H 5.135 1.338 2.144
30 H 4.687 2.542 -0.083
31 H 0.477 1.697 2.444
32 H -1.030 1.475 1.513
33 H 0.181 4.185 2.334
34 H -1.206 3.409 3.096
35 H -1.331 3.984 1.435
36 H -1.032 1.521 -1.573
37 H 0.486 1.730 -2.490
38 H -1.313 4.025 -1.487
39 H -1.165 3.460 -3.150
40 H 0.214 4.224 -2.361
41 H 0.664 4.930 -0.017
42 H 0.760 7.412 0.002
43 H 2.955 8.546 0.010
44 H 5.033 7.219 0.006
45 H 4.953 4.771 -0.007
46 C -3.220 0.726 0.055
47 O -2.124 -0.225 0.026
48 Si -2.528 -1.961 0.077
49 C -3.581 -2.351 -1.414
50 C -3.484 -2.282 1.647
51 C -0.702 -2.464 -0.016
52 Si -0.181 -3.028 -1.766
53 C -0.391 -1.328 -2.701
54 C -0.999 -4.496 -2.566
55 C 1.698 -3.202 -1.809
56 Si -0.009 -3.146 1.628
57 C 1.843 -3.448 1.435
58 C -0.025 -1.485 2.652
59 C -0.861 -4.586 2.443
60 H -4.165 0.208 -0.099
61 H -3.096 1.458 -0.742
62 H -3.249 1.229 1.020
63 H -4.549 -1.853 -1.328
64 H -3.791 -3.423 -1.440
65 H -3.148 -2.070 -2.374
66 H -4.464 -1.802 1.574
67 H -3.012 -1.936 2.567
68 H -3.676 -3.353 1.748
69 H -1.235 -0.717 -2.351
70 H -0.602 -1.522 -3.757
71 H 0.542 -0.728 -2.720
72 H -2.049 -4.345 -2.814
73 H -0.931 -5.374 -1.920
74 H -0.469 -4.733 -3.492
75 H 2.237 -2.402 -1.284
76 H 2.038 -3.195 -2.848
77 H 2.024 -4.153 -1.384
78 H 2.356 -2.677 0.852
79 H 2.038 -4.408 0.955
80 H 2.313 -3.494 2.420
81 H 0.883 -0.866 2.471
82 H 0.020 -1.718 3.720
83 H -0.937 -0.884 2.520
84 H -0.918 -5.432 1.755
85 H -1.870 -4.365 2.788
86 H -0.276 -4.908 3.307

Atomic partial charges in e from the Löwdin method, atoms 1 to 2: atom 1 (Hf): 1.67, atom 2 (C): -0.15

=====

[3]
Density functional theory data (ωB97M-V/def2-TZVPD) for a structure of composition C30H21Cl2N6O4SY at a distorted geometry.

Values from the calculation:
Strongest force on any atom, Eh/bohr: 0.0220
Frontier orbital gap, eV: 7.25
Total charge: 0
Multiplicity: 1
Relative energy (zero: lowest compared OMol25 entry of this formula, charge and spin), kJ/mol: 41.6

Positions of all 65 atoms, in Å:
1 Y -0.157 -0.108 0.111
2 Cl -0.457 -2.691 -6.434
3 C -0.101 -2.531 -4.744
4 C -0.784 -1.565 -4.016
5 C -0.531 -1.400 -2.661
6 N -1.194 -0.473 -1.819
7 C -2.323 0.169 -2.156
8 O -2.939 0.179 -3.214
9 C -2.902 1.011 -1.008
10 C -3.998 1.820 -1.258
11 C -4.509 2.590 -0.228
12 C -3.909 2.544 1.022
13 C -2.817 1.717 1.194
14 N -2.330 0.960 0.206
15 C 0.437 -2.227 -2.036
16 C 1.095 -3.196 -2.772
17 C 0.831 -3.346 -4.127
18 Cl 1.691 -4.567 -5.007
19 N 0.636 -2.030 -0.642
20 C 0.788 -3.080 0.195
21 O 1.069 -4.240 -0.060
22 C 0.497 -2.744 1.661
23 C 0.964 -3.585 2.656
24 C 0.602 -3.332 3.966
25 C -0.226 -2.256 4.247
26 C -0.638 -1.457 3.202
27 N -0.287 -1.687 1.933
28 H -1.529 -0.957 -4.503
29 H -4.415 1.813 -2.254
30 H -5.365 3.230 -0.399
31 H -4.270 3.139 1.850
32 H -2.297 1.667 2.145
33 H 1.811 -3.843 -2.292
34 H 1.577 -4.427 2.370
35 H 0.960 -3.969 4.765
36 H -0.535 -2.023 5.256
37 H -1.261 -0.589 3.382
38 C 6.994 4.176 2.005
39 C 5.627 3.567 2.158
40 C 5.294 2.380 1.509
41 C 4.038 1.817 1.652
42 C 3.094 2.450 2.449
43 C 3.404 3.632 3.106
44 C 4.668 4.180 2.958
45 S 1.492 1.737 2.648
46 O 0.703 2.677 3.407
47 O 1.654 0.402 3.164
48 N 0.914 1.550 1.164
49 C 0.701 2.616 0.287
50 C 0.782 3.979 0.584
51 C 0.525 4.861 -0.447
52 C 0.171 4.394 -1.712
53 C 0.092 3.031 -1.900
54 N 0.373 2.160 -0.928
55 H 7.610 3.601 1.316
56 H 7.510 4.218 2.966
57 H 6.926 5.197 1.628
58 H 6.032 1.889 0.887
59 H 3.795 0.890 1.148
60 H 2.658 4.108 3.728
61 H 4.914 5.102 3.473
62 H 1.007 4.319 1.582
63 H 0.586 5.927 -0.262
64 H -0.043 5.070 -2.526
65 H -0.193 2.602 -2.854

Atomic partial charges in e from the Löwdin method, atoms 1 to 2: atom 1 (Y): 1.58, atom 2 (Cl): 0.66

=====

[4]
Density functional theory data (ωB97M-V/def2-TZVPD) for a cluster of 2 separate species, C4H12O in total at a distorted geometry.

Values from the calculation:
Strongest force on any atom, Eh/bohr: 0.0436
Frontier orbital gap, eV: 11.99
Total charge: 0
Multiplicity: 1
SMILES: CCCC.O
Relative energy (zero: lowest compared OMol25 entry of this formula, charge and spin), kJ/mol: 30.5

Positions of all 17 atoms, in Å:
1 C 0.773 -1.373 -1.073
2 C -0.621 -1.072 -0.738
3 C -0.875 0.404 -0.714
4 C -2.452 0.702 -0.658
5 H 1.048 -2.440 -1.123
6 H 1.372 -0.892 -0.282
7 H 1.021 -0.901 -2.038
8 H -1.258 -1.582 -1.486
9 H -0.779 -1.574 0.236
10 H -0.457 0.875 0.197
11 H -0.389 0.876 -1.589
12 H -2.866 0.649 -1.679
13 H -2.658 1.704 -0.246
14 H -2.963 -0.048 -0.032
15 O 3.798 1.750 3.403
16 H 3.663 2.137 4.297
17 H 3.643 0.786 3.524

Atomic partial charges in e from the Löwdin method, atoms 1 to 2: atom 1 (C): -0.16, atom 2 (C): -0.36

=====

no.,E (eV)
1,-373145.4889
2,-167814.6643
3,-85510.5812
4,-6389.8050